Below is a 17-piece molecular cluster, C48H82Br20O14 overall in a non-equilibrium geometry, with properties calculated with ωB97M-V/def2-TZVPD.

XYZ file:
```
164
Properties=species:S:1:pos:R:3:forces:R:3
Br -18.664 -10.812 -8.582 0.111 -0.024 0.195
C -18.684 -10.802 -10.545 -0.504 0.828 0.633
C -17.265 -10.680 -11.050 0.374 0.236 -0.083
Br -17.468 -10.580 -13.003 0.352 -0.244 0.035
H -19.345 -9.946 -10.790 0.688 -0.432 -0.060
H -19.226 -11.703 -10.804 0.326 -0.247 -0.315
H -16.600 -11.513 -10.750 -0.644 0.240 -0.467
H -16.724 -9.747 -10.792 -0.755 -0.496 0.057
Br -28.797 -14.274 -11.966 0.024 0.116 0.469
C -27.301 -14.978 -10.927 -0.494 -1.402 0.586
C -26.372 -13.957 -10.339 0.288 2.362 -0.819
Br -26.869 -13.400 -8.486 0.119 -0.354 -0.789
H -26.826 -15.598 -11.668 0.735 0.084 -0.223
H -27.667 -15.732 -10.176 0.076 1.103 -0.577
H -26.381 -12.966 -10.958 -0.075 -1.847 1.161
H -25.322 -14.291 -10.306 -0.590 -0.183 0.178
Br -17.024 -14.135 -4.594 0.027 0.195 0.250
C -16.777 -14.286 -6.504 0.863 -0.767 0.296
C -15.449 -13.764 -6.933 0.546 -0.398 -0.619
Br -15.408 -13.567 -8.908 -0.082 -0.438 0.191
H -17.521 -13.736 -6.993 -1.460 0.485 -0.514
H -16.807 -15.355 -6.682 -0.395 0.025 -0.313
H -14.673 -14.486 -6.667 0.160 0.530 -0.075
H -15.251 -12.750 -6.657 0.203 0.311 0.672
Br -21.115 -16.340 -3.968 0.027 -0.127 -0.610
C -21.464 -17.233 -5.716 2.914 3.472 -1.043
C -20.141 -17.733 -6.311 -0.709 -0.668 -0.498
Br -20.665 -18.749 -7.981 0.238 -0.151 0.808
H -21.890 -16.463 -6.389 -0.132 -0.587 0.603
H -22.089 -17.985 -5.444 -1.786 -2.152 0.386
H -19.674 -18.396 -5.586 0.207 -0.195 -0.462
H -19.415 -17.086 -6.816 -0.466 0.460 0.959
Br -16.259 -17.306 -8.796 -0.252 -0.778 -0.002
C -16.419 -19.297 -8.870 0.158 0.370 -0.159
C -15.855 -19.951 -7.657 -0.819 -1.299 0.291
Br -17.001 -19.712 -6.104 0.140 -0.158 0.061
H -15.709 -19.580 -9.619 0.119 0.089 -0.995
H -17.438 -19.585 -9.155 0.430 0.277 0.360
H -14.909 -19.558 -7.410 1.007 0.784 0.405
H -15.656 -21.044 -7.812 -0.785 0.870 0.044
Br -24.135 -23.848 -12.364 0.533 -0.947 0.459
C -24.355 -22.553 -13.737 0.098 -0.576 -1.191
C -23.905 -22.926 -15.163 -1.040 0.241 0.508
Br -24.669 -21.444 -16.231 0.217 -0.402 -0.115
H -23.804 -21.694 -13.459 0.259 0.949 0.497
H -25.416 -22.406 -13.682 -0.350 0.506 -0.401
H -24.289 -23.874 -15.530 -0.293 0.162 0.007
H -22.852 -22.899 -15.353 0.560 0.132 0.273
Br -14.349 -18.420 -12.076 -0.259 -0.141 -0.017
C -14.659 -16.496 -12.290 0.121 -0.088 0.041
C -16.142 -16.169 -12.524 1.991 0.613 0.688
Br -16.192 -14.215 -12.791 -0.265 -0.443 -0.117
H -14.045 -16.260 -13.154 -0.141 0.224 -0.003
H -14.199 -16.069 -11.391 -0.537 0.110 -0.286
H -16.715 -16.379 -11.649 -0.535 -0.099 0.462
H -16.494 -16.679 -13.387 -0.492 -0.057 -0.757
Br -22.722 -9.773 -10.045 -0.346 0.673 -0.511
C -22.356 -11.369 -9.079 0.715 -1.075 -1.347
C -23.558 -12.035 -8.578 -0.043 -0.331 1.738
Br -22.931 -13.524 -7.444 0.053 0.054 0.167
H -21.701 -11.090 -8.295 0.672 0.161 0.648
H -21.882 -12.067 -9.789 0.252 0.558 0.343
H -24.155 -12.550 -9.262 -0.777 -0.346 -1.394
H -24.177 -11.436 -7.943 -0.306 0.347 0.348
Br -28.991 -20.030 -12.508 -0.043 -0.341 0.021
C -27.465 -19.291 -13.487 -0.766 0.142 -0.680
C -27.662 -17.796 -13.364 0.749 -0.015 1.325
Br -26.270 -16.952 -14.488 -0.430 0.055 0.396
H -27.597 -19.576 -14.564 0.474 -0.141 1.209
H -26.583 -19.661 -12.953 -0.126 0.182 -0.587
H -27.485 -17.507 -12.278 -0.209 -0.122 -1.602
H -28.661 -17.509 -13.702 0.445 0.216 -0.055
Br -19.077 -14.734 -10.038 -0.466 -0.180 -0.246
C -20.809 -15.639 -10.365 0.149 0.188 -1.079
C -20.539 -16.998 -11.004 0.478 0.361 0.496
Br -22.196 -17.934 -11.349 -0.176 0.008 -0.117
H -21.448 -15.001 -11.008 0.606 -0.180 0.411
H -21.223 -15.716 -9.385 -0.429 -0.192 0.571
H -19.980 -17.626 -10.286 -0.069 0.318 -0.823
H -20.090 -16.886 -11.995 0.236 -0.056 0.400
O -21.422 -12.549 -11.921 0.248 -0.709 0.619
C -21.740 -11.981 -12.934 -1.473 -1.812 2.372
O -20.996 -11.076 -13.439 0.966 2.216 -1.401
C -21.736 -10.392 -14.481 1.206 -0.949 -1.563
C -22.770 -11.445 -14.961 -0.300 0.789 -0.605
C -23.048 -12.171 -13.642 0.539 -0.408 -1.049
H -20.943 -10.095 -15.215 -1.043 -0.107 0.466
H -22.241 -9.537 -14.076 -0.060 0.538 0.369
H -22.380 -12.117 -15.761 -0.171 0.439 0.676
H -23.648 -10.893 -15.352 0.401 -0.540 0.076
H -23.261 -13.252 -13.738 -0.132 0.621 0.140
H -23.786 -11.650 -13.043 -0.367 -0.079 0.114
O -18.327 -16.837 -15.329 -0.167 -0.770 0.494
C -18.700 -15.706 -15.219 0.658 1.951 -0.459
O -19.535 -15.255 -14.274 -0.761 -1.345 0.525
C -19.954 -13.899 -14.405 3.366 1.062 -0.550
C -19.215 -13.376 -15.678 -1.673 -1.016 -1.264
C -18.317 -14.564 -16.153 -0.556 1.021 0.681
H -19.529 -13.346 -13.565 -0.416 -0.262 0.290
H -21.000 -13.778 -14.483 -1.085 -0.501 -0.018
H -18.721 -12.430 -15.541 0.555 0.093 0.344
H -20.006 -13.193 -16.417 0.333 -0.004 -0.005
H -17.300 -14.177 -16.078 0.253 -0.895 0.208
H -18.460 -14.994 -17.145 -0.198 0.603 -0.177
O -18.525 -9.570 -2.504 -0.812 -0.094 -1.060
C -19.214 -10.207 -3.270 2.030 -0.258 1.200
O -20.195 -11.009 -2.800 0.019 0.753 -0.854
C -20.773 -11.694 -3.923 -0.639 -3.207 1.675
C -20.334 -10.990 -5.168 -0.608 -0.289 -1.710
C -18.957 -10.518 -4.765 -0.598 -0.389 1.568
H -21.854 -11.802 -3.619 0.946 0.258 -1.081
H -20.326 -12.766 -3.888 -0.733 1.527 -0.206
H -20.988 -10.153 -5.347 -0.244 0.591 -0.092
H -20.409 -11.618 -6.107 0.291 0.412 1.192
H -18.517 -9.672 -5.251 0.183 0.262 -0.451
H -18.289 -11.391 -4.710 0.171 0.368 -0.254
O -21.651 -14.758 -16.762 -0.258 1.461 0.036
C -22.127 -15.839 -16.602 0.302 -0.604 -0.709
O -22.788 -16.214 -15.512 -0.179 -1.376 0.030
C -22.714 -17.710 -15.491 1.152 0.140 0.741
C -21.484 -18.040 -16.424 -2.734 0.771 0.455
C -21.828 -17.023 -17.483 0.392 0.540 -0.897
H -23.631 -18.155 -15.844 -0.394 0.103 -0.196
H -22.575 -17.943 -14.429 -0.014 -0.104 -0.322
H -21.522 -18.986 -16.903 0.163 -1.254 0.324
H -20.593 -17.812 -15.888 0.895 -0.009 0.140
H -22.674 -17.354 -18.142 0.599 0.352 0.757
H -20.983 -16.736 -18.100 -0.050 -0.081 -0.273
O -18.374 -21.529 -9.075 0.974 1.243 -0.288
C -19.322 -22.138 -9.436 -1.538 -3.177 0.984
O -20.381 -21.696 -10.099 0.464 2.056 0.237
C -21.381 -22.688 -10.283 -0.021 -0.370 -0.691
C -21.108 -23.733 -9.160 -0.346 0.955 -0.366
C -19.622 -23.641 -9.092 1.526 0.973 0.743
H -21.172 -22.989 -11.352 -0.753 -0.492 1.252
H -22.352 -22.191 -10.192 0.190 -0.148 -0.151
H -21.414 -24.706 -9.447 -0.556 -0.902 -0.245
H -21.575 -23.476 -8.185 0.125 0.085 -0.753
H -19.160 -24.204 -9.909 0.123 -0.192 0.264
H -19.178 -23.878 -8.093 -0.207 0.045 -1.039
O -25.433 -18.462 -11.117 -0.282 -1.431 -0.899
C -24.999 -18.258 -10.027 -0.025 1.132 0.778
O -24.980 -16.982 -9.630 -0.011 0.373 0.876
C -24.375 -16.808 -8.331 1.066 0.136 -0.530
C -24.216 -18.193 -7.658 -0.441 -0.406 -1.913
C -24.460 -19.141 -8.926 0.483 0.509 1.180
H -25.012 -16.134 -7.804 -0.377 0.472 0.536
H -23.426 -16.280 -8.565 -0.337 -0.502 0.558
H -24.998 -18.387 -6.941 -0.193 0.171 0.359
H -23.226 -18.357 -7.196 -0.747 0.098 -0.496
H -25.178 -19.947 -8.729 0.571 -0.014 -0.134
H -23.454 -19.453 -9.209 -0.312 -0.645 -0.329
O -19.152 -22.565 -12.634 0.055 -0.332 0.197
C -18.684 -21.585 -13.137 0.368 0.905 0.629
O -18.844 -21.297 -14.422 0.369 0.633 -1.139
C -18.214 -20.013 -14.750 -1.453 0.591 -1.078
C -17.961 -19.297 -13.452 -1.067 1.258 -0.167
C -17.883 -20.445 -12.502 -0.703 -0.069 1.264
H -18.941 -19.465 -15.405 0.801 -0.604 0.516
H -17.277 -20.126 -15.278 0.102 -0.650 -0.329
H -18.782 -18.565 -13.250 0.442 -0.724 0.059
H -17.059 -18.692 -13.523 0.057 -0.243 0.131
H -18.228 -20.230 -11.485 -0.044 -0.192 -0.189
H -16.859 -20.718 -12.423 0.998 -0.702 0.184
```
Positions in Å, forces in eV/Å.

Properties
Spin multiplicity ... 1
Frontier orbital gap ... 0.367 Eh